# 1
ORCA calculation (ωB97M-V/def2-TZVPD) on a cluster of 9 separate species, C32H48ClO28 in total.

Cartesian coordinates (Å):
Cl1 0.35928 -0.58364 0.66309
O1 0.43802 0.86511 0.58809
O2 -0.66641 -0.90246 -0.32297
O3 1.59450 -1.25530 0.30835
O4 -0.13470 -1.00951 1.94075
C1 1.97433 5.22244 -1.49875
C2 1.06081 4.42820 -0.57024
C3 1.66336 4.17338 0.81860
O5 0.90480 5.01990 1.66561
C4 -0.14397 5.56633 1.02458
O6 -0.98645 6.21530 1.54272
O7 -0.10545 5.18551 -0.27437
H1 2.75591 4.59472 -1.94317
H2 2.53874 6.02915 -1.02699
H3 1.41164 5.54043 -2.37658
H4 0.93437 3.50405 -1.13101
H5 2.68344 4.56893 0.84691
H6 1.69496 3.15166 1.19580
C5 4.73541 -0.85762 2.07579
C6 5.21200 -0.57114 0.66687
C7 4.47838 0.66705 0.07798
O8 5.47385 1.67169 -0.00842
C8 6.66242 1.21365 0.40641
O9 7.65340 1.85908 0.41158
O10 6.57789 -0.09199 0.70582
H7 5.53503 -1.20821 2.73366
H8 3.97710 -1.63552 2.01093
H9 4.34134 0.00135 2.62045
H10 5.02841 -1.41045 0.00378
H11 3.73837 1.08197 0.76388
H12 4.01483 0.40945 -0.87367
C9 2.15254 -3.33765 -3.41144
C10 0.74654 -3.82225 -3.11023
C11 -0.17230 -2.96412 -2.23452
O11 -1.37111 -2.84069 -2.94334
C12 -1.25005 -3.37676 -4.18719
O12 -2.12681 -3.49913 -4.95627
O13 0.00289 -3.81558 -4.35672
H13 2.65342 -2.90785 -2.54679
H14 2.08017 -2.54885 -4.16082
H15 2.68612 -4.18988 -3.82475
H16 0.66785 -4.83223 -2.71076
H17 0.25232 -1.98090 -1.96949
H18 -0.25888 -3.31586 -1.20295
C13 1.20186 -3.81524 3.28726
C14 0.43415 -4.97117 2.65488
C15 -0.75799 -4.60335 1.72802
O14 -0.40123 -5.12845 0.46550
C16 0.89042 -5.49011 0.42205
O15 1.52814 -5.72157 -0.55681
O16 1.34386 -5.59635 1.68169
H19 2.13574 -4.11910 3.74383
H20 0.55386 -3.58204 4.14721
H21 1.17237 -2.95104 2.63117
H22 0.23159 -5.76981 3.36506
H23 -0.87280 -3.53417 1.53055
H24 -1.65770 -4.95615 2.23059
C17 -3.22365 4.68456 0.17696
C18 -3.05642 3.53363 -0.81374
C19 -2.41572 2.24163 -0.26812
O17 -3.29085 1.26063 -0.78526
C20 -4.39528 1.76974 -1.33553
O18 -5.26592 1.13024 -1.83142
O19 -4.33302 3.12128 -1.29077
H25 -2.55402 4.49904 1.01799
H26 -4.19894 4.79705 0.66443
H27 -3.04661 5.70223 -0.16457
H28 -2.45572 4.00166 -1.59514
H29 -2.13689 2.11096 0.77473
H30 -1.42835 2.22963 -0.74299
C21 -1.69983 2.15297 3.58668
C22 -1.01265 1.37096 4.67868
C23 0.49877 1.18380 4.58677
O20 0.97750 1.66433 5.84689
C24 -0.07201 2.01270 6.64806
O21 0.02071 2.34354 7.77756
O22 -1.20441 2.00574 5.94873
H31 -2.76893 1.97163 3.55816
H32 -1.25327 1.88691 2.62516
H33 -1.42862 3.20646 3.69725
H34 -1.40687 0.35166 4.73384
H35 0.92185 1.80708 3.79334
H36 0.77310 0.14545 4.41811
C25 -4.55640 -1.64408 -1.59024
C26 -4.28452 -3.10330 -1.27450
C27 -3.04828 -3.26248 -0.36281
O23 -3.54988 -4.25407 0.60416
C28 -4.86269 -4.44334 0.45126
O24 -5.52306 -5.24953 1.05498
O25 -5.36186 -3.56125 -0.42101
H37 -5.57635 -1.47095 -1.92404
H38 -3.84219 -1.28792 -2.33092
H39 -4.45763 -1.04803 -0.68489
H40 -4.33583 -3.69891 -2.18533
H41 -2.84662 -2.37985 0.23630
H42 -2.21073 -3.68968 -0.88883
C29 1.66684 0.81512 -2.58272
C30 1.04074 1.20500 -3.92733
C31 -0.42224 0.79783 -4.17641
O26 -1.16117 1.79647 -3.49053
C32 -0.44964 2.91720 -3.47269
O27 -0.80329 4.00372 -3.16446
O28 0.84053 2.63818 -3.78324
H43 1.71193 -0.25071 -2.38767
H44 1.30511 1.44829 -1.77419
H45 2.67185 1.25474 -2.65025
H46 1.66838 0.88720 -4.75555
H47 -0.65722 -0.18875 -3.77209
H48 -0.77028 0.81032 -5.21399

For the highest occupied orbital energy, the calculation gives -8.429 eV. Its energy above the lowest of the compared OMol25 structures with the same formula, charge and spin is 0.000 eV. The multiplicity is 1. The calculation puts the LUMO energy at 1.8484 eV. As for the charge: -1. For the molecular weight, the calculation gives 916.16 g/mol. Its HOMO-LUMO gap is 10.277 eV.

---

# 2
ORCA calculation (ωB97M-V/def2-TZVPD) on a structure of composition C32H48IO26V.

Cartesian coordinates (Å):
O1 0.30628 1.53691 0.07187
V1 -0.81184 0.85069 -0.83559
O2 -0.08858 0.16698 -2.09214
I1 -2.30856 3.19337 -1.79970
C1 5.06744 5.01459 -4.02301
C2 4.76841 3.78488 -3.08806
C3 4.66909 4.26941 -1.64184
O3 3.48926 3.59478 -1.23414
C4 2.83638 3.03268 -2.26602
O4 1.74912 2.47575 -2.27008
O5 3.53318 3.22047 -3.37800
H1 6.08978 5.32133 -3.80207
H2 4.40776 5.84356 -3.76661
H3 4.99921 4.72498 -5.07162
H4 5.55076 3.02916 -3.15821
H5 4.52503 5.34695 -1.56268
H6 5.53958 3.96729 -1.05955
C5 0.83478 5.05927 1.69217
C6 -0.21757 4.20325 2.49623
C7 0.20892 2.95007 3.07693
O6 -0.56380 2.86928 4.27626
C8 -1.11527 4.01902 4.52393
O7 -1.80621 4.19859 5.49179
O8 -0.82175 4.89820 3.56949
H7 0.91951 4.71254 0.66227
H8 1.82437 5.00863 2.14633
H9 0.57654 6.11614 1.75865
H10 -0.95187 3.93390 1.73706
H11 1.29445 2.99135 3.16652
H12 0.00001 2.17022 2.34461
C9 2.74501 -1.60357 -1.91762
C10 3.48386 -1.54694 -3.28123
C11 2.94985 -0.55433 -4.32549
O9 4.14216 0.18179 -4.59319
C12 5.15790 -0.15589 -3.77089
O10 6.32484 0.20902 -3.89550
O11 4.77787 -1.14044 -3.01742
H13 3.25658 -2.39755 -1.37354
H14 1.69726 -1.90232 -1.95014
H15 2.80849 -0.63063 -1.43032
H16 3.59116 -2.54763 -3.69982
H17 2.12648 0.07388 -3.98559
H18 2.48820 -1.13192 -5.12633
C13 -6.83553 -2.37005 -0.54323
C14 -5.56543 -2.40990 -1.35334
C15 -5.69018 -1.66659 -2.67951
O12 -4.47820 -0.91670 -2.64393
C16 -3.86252 -1.01004 -1.51135
O13 -2.87048 -0.42880 -1.18653
O14 -4.59708 -1.73537 -0.62633
H19 -6.72375 -3.12124 0.23864
H20 -7.65900 -2.73855 -1.15495
H21 -7.04619 -1.39919 -0.09471
H22 -5.20013 -3.41282 -1.57425
H23 -6.62318 -1.10892 -2.76092
H24 -5.76851 -2.41105 -3.47181
C17 -4.30522 0.98497 5.17642
C18 -3.99050 -0.01505 4.12751
C19 -5.04267 -0.12421 3.01856
O15 -4.30264 0.15487 1.83638
C20 -2.99696 0.36728 2.07225
O16 -2.10805 0.62473 1.22956
O17 -2.78056 0.16361 3.40610
H25 -5.27683 0.73749 5.60401
H26 -4.32381 1.95434 4.67834
H27 -3.62487 1.00107 6.02786
H28 -3.80909 -1.01526 4.52088
H29 -5.85444 0.57587 3.21610
H30 -5.41470 -1.14688 3.08062
C21 -0.60686 -3.26008 -2.60148
C22 -1.53257 -4.00818 -3.59269
C23 -1.34203 -5.56625 -3.78226
O18 -2.71264 -5.97497 -3.72363
C24 -3.46556 -5.02000 -3.33489
O19 -4.69478 -5.19190 -3.04651
O20 -2.86906 -3.86193 -3.29552
H31 -0.91829 -2.22158 -2.48920
H32 0.37693 -3.18406 -3.06459
H33 -0.51091 -3.74578 -1.63040
H34 -1.46217 -3.47720 -4.54201
H35 -0.69281 -6.09064 -3.08109
H36 -1.01869 -5.80859 -4.79460
C25 -0.95495 -4.00078 4.03519
C26 -0.03168 -3.04583 3.25074
C27 0.94791 -3.77464 2.32217
O21 0.81439 -3.20312 1.02643
C28 -0.19573 -2.23472 1.02382
O22 -0.38528 -1.48298 0.05096
O23 -0.76987 -2.25515 2.26777
H37 -1.39116 -4.71375 3.33556
H38 -1.68367 -3.42028 4.60096
H39 -0.44903 -4.74204 4.65380
H40 0.47368 -2.37570 3.94618
H41 0.69451 -4.83106 2.23347
H42 1.96839 -3.63745 2.67978
C29 4.04548 3.29715 2.38245
C30 3.46463 2.05357 1.76025
C31 4.32309 1.08772 1.01472
O24 3.87545 -0.15343 1.50121
C32 3.14503 -0.04823 2.53520
O25 2.66663 -0.97763 3.18437
O26 3.05931 1.22685 2.83551
H43 4.03859 4.18275 1.74704
H44 5.02761 3.18173 2.84093
H45 3.37416 3.59995 3.18604
H46 2.52736 2.32865 1.27656
H47 5.39317 1.26817 1.11698
H48 4.16787 1.19005 -0.05931

For the highest occupied orbital energy, the calculation gives -7.912 eV. Its energy above the lowest of the compared OMol25 structures with the same formula, charge and spin is 0.000 eV. The multiplicity is 1. The calculation puts the LUMO energy at -0.0676 eV. As for the charge: 0. For the molecular weight, the calculation gives 1026.56 g/mol. Its HOMO-LUMO gap is 7.844 eV.

---

# 3
ORCA calculation (ωB97M-V/def2-TZVPD) on a structure of composition C32H48N2O2SSeTc.

Cartesian coordinates (Å):
Tc1 -1.84781 -1.06212 -1.15894
C1 4.14069 -2.79882 2.70406
C2 3.41359 -1.51932 3.15556
C3 3.30629 -1.53382 4.68106
C4 4.21869 -0.28312 2.72676
C5 2.06249 -1.52192 2.47406
C6 1.99529 -1.46262 1.07616
C7 0.78129 -1.54792 0.44736
Se1 0.65719 -1.39402 -1.50224
C8 0.78939 0.55628 -1.65974
C9 2.01109 1.18078 -1.62374
C10 2.07639 2.57568 -1.72514
C11 0.86889 3.27018 -1.77374
C12 -0.38641 2.67668 -1.80404
C13 -0.43081 1.25968 -1.83874
O1 -1.54071 0.57328 -1.94434
C14 -1.62991 3.54738 -1.72024
C15 -2.94211 2.76728 -1.60094
C16 -1.50151 4.43468 -0.46924
C17 -1.71011 4.42958 -2.97614
C18 3.38759 3.33008 -1.78834
C19 3.50879 4.25568 -0.56554
C20 4.59949 2.39678 -1.81474
C21 3.38599 4.16598 -3.07864
C22 -0.43561 -1.74552 1.15336
O2 -1.55171 -1.87862 0.46756
C23 -0.39431 -1.67412 2.56566
C24 0.85949 -1.59322 3.16546
C25 -1.63181 -1.57362 3.44606
C26 -2.95231 -1.50192 2.67506
C27 -1.51871 -0.29102 4.28876
C28 -1.68041 -2.80112 4.36956
H1 5.11289 -2.85982 3.18456
H2 4.29289 -2.81402 1.62856
H3 3.56489 -3.67752 2.98606
H4 4.30289 -1.57522 5.11306
H5 2.76419 -2.40892 5.03156
H6 2.82229 -0.63352 5.05376
H7 5.17769 -0.27762 3.23846
H8 3.68679 0.62958 2.98886
H9 4.41579 -0.27762 1.65816
H10 2.89029 -1.35672 0.48536
H11 2.90549 0.58338 -1.53544
H12 0.91219 4.34708 -1.78594
H13 -2.92561 2.06938 -0.76194
H14 -3.17101 2.22008 -2.51314
H15 -3.75281 3.46988 -1.42394
H16 -1.41071 3.82398 0.42686
H17 -2.38951 5.05238 -0.37254
H18 -0.64311 5.09608 -0.52234
H19 -1.76191 3.81718 -3.87294
H20 -0.85221 5.08928 -3.05734
H21 -2.60711 5.03998 -2.92364
H22 3.46669 3.68058 0.35696
H23 2.72099 5.00278 -0.54344
H24 4.46209 4.77628 -0.59864
H25 4.67949 1.82098 -0.89424
H26 5.50769 2.98698 -1.91074
H27 4.55769 1.72168 -2.66764
H28 2.58259 4.89658 -3.08904
H29 3.27509 3.51898 -3.94564
H30 4.32569 4.70188 -3.16984
H31 0.89359 -1.56312 4.24036
H32 -2.95281 -0.69432 1.94166
H33 -3.75741 -1.30322 3.37796
H34 -3.17161 -2.44122 2.17176
H35 -1.44741 0.58578 3.64836
H36 -0.65751 -0.30562 4.94816
H37 -2.40491 -0.18882 4.90786
H38 -1.70881 -3.71872 3.78636
H39 -2.57681 -2.75102 4.98066
H40 -0.81951 -2.83882 5.02916
C29 -3.86121 -2.58772 -4.59654
N1 -4.00201 -3.44752 -3.45394
C30 -4.03711 -4.90402 -3.57104
C31 -4.05271 -5.37832 -2.10544
N2 -4.12961 -4.12112 -1.37374
C32 -4.08461 -3.07422 -2.19184
S1 -4.17891 -1.43212 -1.65234
H41 -3.19001 -3.05142 -5.31894
H42 -3.45241 -1.62512 -4.28284
H43 -4.82371 -2.41212 -5.08224
H44 -3.15981 -5.25432 -4.12104
H45 -4.93381 -5.20922 -4.11664
H46 -3.13881 -5.90762 -1.82414
H47 -4.90641 -6.01852 -1.87744
H48 -4.26621 -4.05832 -0.37994

For the highest occupied orbital energy (alpha / beta), the calculation gives -13.595 / -13.837 eV. The multiplicity is 4. The calculation puts the LUMO energy (alpha / beta) at -8.2452 / -8.1265 eV. As for the charge: +2. For the molecular weight, the calculation gives 701.78 g/mol. Its HOMO-LUMO gap (alpha / beta) is 5.350 / 5.711 eV. Its expectation value of S² is 3.83.

---

# 4
ORCA calculation (ωB97M-V/def2-TZVPD) on a cluster of 8 separate species, C32H48O24 in total.

Cartesian coordinates (Å):
C1 3.19364 -1.52271 -6.18072
C2 2.62198 -0.20102 -6.75453
C3 3.57095 0.91598 -7.13766
O1 3.13735 1.28326 -8.38729
C4 2.39435 0.28851 -8.93694
O2 2.09848 0.25456 -10.09887
O3 2.11047 -0.58402 -8.02660
H1 3.70166 -1.43337 -5.22050
H2 3.92283 -2.03268 -6.81025
H3 2.38652 -2.22926 -5.98725
H4 1.72388 0.15551 -6.25012
H5 4.59619 0.54823 -7.17971
H6 3.59703 1.69324 -6.37393
C5 -5.26019 -8.35326 -0.65081
C6 -6.46517 -9.28151 -0.19579
C7 -6.23489 -10.71964 -0.55292
O4 -6.61149 -11.50807 0.52909
C8 -6.68861 -10.77499 1.53630
O5 -6.75469 -11.22494 2.67676
O6 -6.50975 -9.46228 1.23471
H7 -5.03113 -7.55943 0.06015
H8 -5.35821 -7.97896 -1.66983
H9 -4.30864 -8.88458 -0.63210
H10 -7.35472 -8.95917 -0.73700
H11 -5.19927 -10.86847 -0.85860
H12 -6.77506 -10.88790 -1.48459
C9 -1.07823 0.34754 6.68102
C10 -2.41209 0.94296 6.24624
C11 -3.42104 -0.06303 5.70299
O7 -4.54331 0.01250 6.53671
C12 -4.29240 0.92668 7.44812
O8 -5.04760 1.25740 8.31709
O9 -3.05137 1.44371 7.40351
H13 -0.29991 0.29421 5.91979
H14 -1.23845 -0.67528 7.02205
H15 -0.48627 0.91748 7.39715
H16 -2.33400 1.79874 5.57569
H17 -3.10624 -1.10498 5.64536
H18 -3.77363 0.31735 4.74430
C13 1.19183 -0.37437 -0.68491
C14 -0.07182 -0.71277 0.09189
C15 -1.13836 0.36915 0.10663
O10 -2.25228 -0.26736 -0.48185
C16 -1.93253 -1.54276 -0.78067
O11 -2.73160 -2.34996 -1.24860
O12 -0.64854 -1.76097 -0.58956
H19 1.93261 -1.16230 -0.82095
H20 1.68182 0.44089 -0.15258
H21 0.95157 0.07750 -1.64729
H22 0.18485 -0.85866 1.14114
H23 -0.72188 1.15020 -0.52945
H24 -1.44301 0.70632 1.09738
C17 2.69223 -7.18863 -2.25618
C18 2.49823 -8.27986 -1.16825
C19 3.31412 -9.51893 -1.35637
O13 3.81071 -9.81988 -0.06582
C20 3.61833 -8.70782 0.76434
O14 3.84176 -8.59196 1.98808
O15 2.87415 -7.81917 0.09956
H25 2.20848 -6.22906 -2.07365
H26 2.31176 -7.53550 -3.21693
H27 3.77152 -7.03843 -2.28213
H28 1.45381 -8.58906 -1.20926
H29 4.09531 -9.36541 -2.10086
H30 2.80089 -10.42252 -1.68534
C21 -6.44963 4.01646 -2.55599
C22 -5.32297 4.62607 -3.42447
C23 -4.00120 4.75883 -2.63480
O16 -3.05513 4.45252 -3.59831
C24 -3.63289 3.69538 -4.59345
O17 -2.97810 3.09399 -5.45761
O18 -4.97746 3.71722 -4.45008
H31 -6.04149 3.07581 -2.18623
H32 -7.35545 3.70795 -3.07792
H33 -6.76888 4.64047 -1.72125
H34 -5.59582 5.57099 -3.89433
H35 -3.94854 4.06663 -1.79445
H36 -3.82390 5.77784 -2.29088
C25 1.58689 6.69167 7.01536
C26 0.41858 6.92692 6.06701
C27 0.69498 8.05098 5.08049
O19 0.54977 7.55247 3.76223
C28 0.30151 6.24766 3.85910
O20 0.06764 5.51169 2.89559
O21 0.17913 5.88906 5.16769
H37 2.44788 6.30713 6.46861
H38 1.07517 6.16298 7.81955
H39 1.95598 7.56242 7.55728
H40 -0.51857 7.09418 6.59795
H41 1.69515 8.40919 5.32434
H42 -0.02321 8.86447 5.18303
C29 8.47447 7.85519 -0.83271
C30 7.75503 6.88053 0.13180
C31 6.46373 7.44496 0.60144
O22 5.48889 6.72251 -0.03133
C32 6.01900 5.59440 -0.59939
O23 5.42527 4.70031 -1.23662
O24 7.33467 5.77873 -0.62591
H43 8.77437 8.81498 -0.41203
H44 7.75487 8.20288 -1.57391
H45 9.34576 7.44990 -1.34720
H46 8.24440 6.66259 1.08107
H47 6.38281 8.53177 0.58133
H48 6.34476 7.19283 1.65518

For the highest occupied orbital energy, the calculation gives -10.575 eV. Its energy above the lowest of the compared OMol25 structures with the same formula, charge and spin is 5.490 eV. The multiplicity is 1. Its SMILES is C[C@H]1COC(=O)O1.C[C@H]1COC(=O)O1.C[C@H]1COC(=O)O1.C[C@H]1COC(=O)O1.C[C@H]1COC(=O)O1.C[C@H]1COC(=O)O1.C[C@H]1COC(=O)O1.C[C@H]1COC(=O)O1. The calculation puts the LUMO energy at -0.0625 eV. As for the charge: 0. For the molecular weight, the calculation gives 816.71 g/mol. Its HOMO-LUMO gap is 10.512 eV.

---

no.,largest force on an atom (eV Å⁻¹),calculated total energy (a.u.)
1,3.35,-3815.031419
2,7.32,-4446.189474
3,3.40,-4388.013722
4,6.79,-3053.862685